1.
C4H10N2O | ωB97M-V/def2-TZVPD

The geometry in XYZ format:
```
17
Properties=species:S:1:pos:R:3:mulliken_charge:R:1
N -1.7882 -1.0590 -1.2995 -0.5681
C -1.4992 0.3870 -1.1358 -0.5882
N -0.2707 0.8404 -0.4816 -0.4059
C -0.0217 -0.0956 0.6474 -0.5078
C 1.1215 0.3404 1.5787 -0.6994
C 2.4445 -0.0883 1.0106 0.0020
O 2.6401 -0.4327 -0.1294 -0.4608
H -2.7217 -1.1388 -1.6834 0.2213
H -1.2481 -1.6786 -1.8889 0.1756
H -1.5639 0.8039 -2.1454 0.3805
H -2.2607 0.8038 -0.4748 0.3715
H 0.5094 0.9491 -1.1152 0.2748
H 0.0907 -1.1217 0.2544 0.2972
H -0.9915 -0.2036 1.1510 0.5358
H 0.9684 0.0105 2.6086 0.3289
H 1.2242 1.4237 1.5622 0.2906
H 3.3669 0.2597 1.5411 0.3520
```

M: 102.14 g/mol
HOMO-LUMO gap: 10.06 eV
Structure (SMILES): NCNCCC=O
Total charge: 0
Multiplicity: 1
E_tot: -343.1136 Eh
Largest force on an atom: 2.148 eV/A
Energy relative to the best compared isomer or geometry (same formula, charge and spin): 55.1 kcal per mole
LUMO energy: 1.03 eV

=====

2.
C4H10N2O | ωB97M-V/def2-TZVPD

The geometry in XYZ format:
```
17
Properties=species:S:1:pos:R:3:mulliken_charge:R:1
C 0.2452 -1.6832 -1.3983 -1.5003
C 0.1043 -0.9518 -0.0649 0.3760
C -1.2641 -1.2047 0.5596 -0.1252
O -2.2984 -0.9382 0.0118 -0.4715
N 0.2451 0.4615 -0.2861 -0.3465
C 0.0928 1.3843 0.8019 -0.4568
N 0.7034 2.6265 0.4187 -0.6322
H -0.7000 -1.6627 -1.9410 0.3453
H 0.5229 -2.7144 -1.2335 0.4018
H 1.0042 -1.2123 -2.0212 0.3611
H 0.8875 -1.3254 0.5918 0.2781
H -1.3149 -1.6166 1.5805 0.4026
H -0.2764 0.8038 -1.0867 0.2533
H -0.9600 1.5156 1.0781 0.3335
H 0.5921 0.9608 1.6939 0.3046
H 1.6062 2.3814 0.0320 0.2387
H 0.8101 3.1755 1.2635 0.2375
```

M: 102.14 g/mol
HOMO-LUMO gap: 9.86 eV
Structure (SMILES): C[C@H](C=O)NCN
Total charge: 0
Multiplicity: 1
E_tot: -343.1308 Eh
Largest force on an atom: 1.220 eV/A
Energy relative to the best compared isomer or geometry (same formula, charge and spin): 44.3 kcal per mole
LUMO energy: 0.97 eV

=====

3.
C4H10N2O | ωB97M-V/def2-TZVPD

The geometry in XYZ format:
```
17
Properties=species:S:1:pos:R:3:mulliken_charge:R:1
C 1.3227 0.3476 -0.3586 -0.4477
C -0.1535 0.4290 0.0052 -0.4154
C -0.2826 -0.7679 0.9184 -0.4979
C -1.5058 0.1287 1.3236 0.0491
N -2.6904 0.3159 0.6884 -0.6758
O 0.4576 -0.9027 -2.6596 -0.6884
N 2.1674 0.5764 0.7540 -0.4265
H 1.3704 1.0818 -1.2036 0.4539
H 1.6180 -0.5075 -0.9876 0.3844
H -0.2390 1.5238 0.1930 0.3732
H -0.6586 0.0581 -0.9280 0.2921
H -0.6150 -1.7058 0.4079 0.2841
H 0.4764 -0.7977 1.7019 0.2943
H -1.2771 0.7492 2.2002 0.2990
H -3.4823 -0.1853 1.1003 0.2154
H 3.0358 0.8586 0.4085 0.2974
H 0.4560 -1.2023 -3.5641 0.2089
```

M: 102.14 g/mol
HOMO-LUMO gap: 3.64 eV
Total charge: 0
Multiplicity: 1
E_tot: -342.7504 Eh
Largest force on an atom: 5.474 eV/A
Energy relative to the best compared isomer or geometry (same formula, charge and spin): 283.0 kcal per mole
LUMO energy: -4.11 eV

=====

4.
C4H10N2O | ωB97M-V/def2-TZVPD

The geometry in XYZ format:
```
17
Properties=species:S:1:pos:R:3:mulliken_charge:R:1
C -0.7811 -1.6846 1.2553 -1.0512
N -0.1637 -0.6713 0.4159 0.0450
C 0.7059 -1.1748 -0.6178 -1.0007
C -0.6692 0.5903 0.4499 0.8100
O -1.4607 0.9572 1.3003 -0.6605
C -0.2612 1.5435 -0.6903 -0.7571
N 1.1610 1.8721 -0.6297 -0.5253
H -1.6247 -1.2448 1.7837 0.3533
H -1.1551 -2.4856 0.6156 0.3515
H -0.0855 -2.0666 2.0044 0.2964
H 1.4037 -0.4079 -0.9457 0.3822
H 0.1700 -1.5502 -1.4955 0.2967
H 1.3352 -1.9564 -0.1930 0.3577
H -0.4931 1.0291 -1.6248 0.3573
H -0.9130 2.4048 -0.5367 0.3313
H 1.4007 2.3029 0.2539 0.2050
H 1.4306 2.5423 -1.3456 0.2085
```

M: 102.14 g/mol
HOMO-LUMO gap: 10.12 eV
Structure (SMILES): CN(C)C(=O)CN
Total charge: 0
Multiplicity: 1
E_tot: -343.1607 Eh
Largest force on an atom: 0.831 eV/A
Energy relative to the best compared isomer or geometry (same formula, charge and spin): 25.6 kcal per mole
LUMO energy: 0.96 eV

=====

5.
C4H10N2O | ωB97M-V/def2-TZVPD

The geometry in XYZ format:
```
17
Properties=species:S:1:pos:R:3:mulliken_charge:R:1
H -2.2907 1.4295 -1.0273 0.2334
N -2.5799 0.6671 -0.4207 -0.6725
C -1.8332 -0.3249 -0.3598 0.4159
C -1.9366 -1.4988 0.4934 -0.8268
H -0.6604 -0.2731 -0.7535 0.1158
H -2.4694 -1.2674 1.4106 0.2857
H -2.4107 -2.3201 -0.0415 0.2688
H -0.8466 -1.8432 0.6671 0.3027
C 2.0196 1.6644 -0.0489 -0.8005
N 1.4789 0.4448 0.4935 -0.0372
C 1.1204 -0.6309 -0.2796 -0.1094
O 0.8826 -1.7336 0.2428 -0.6420
H 2.5916 2.1957 0.7134 0.3090
H 1.2139 2.3283 -0.3830 0.2568
H 2.6650 1.4517 -0.9081 0.2874
H 1.4821 0.2984 1.4910 0.2691
H 1.5734 -0.5880 -1.2897 0.3438
```

M: 102.14 g/mol
HOMO-LUMO gap: 10.05 eV
Structure (SMILES): [H]/N=C/C.CNC=O
Total charge: 0
Multiplicity: 1
E_tot: -343.0930 Eh
Largest force on an atom: 4.238 eV/A
Energy relative to the best compared isomer or geometry (same formula, charge and spin): 68.1 kcal per mole
LUMO energy: 0.79 eV

=====

6.
C4H10N2O | ωB97M-V/def2-TZVPD

The geometry in XYZ format:
```
17
Properties=species:S:1:pos:R:3:mulliken_charge:R:1
N 1.7250 -1.4667 -1.0162 -0.5107
C 0.4217 -0.8925 -1.2554 -0.6225
C 0.1978 0.5705 -0.6983 -0.6589
C -0.1512 0.4930 0.8949 0.3488
N -1.3292 -0.3865 0.9458 -0.6474
C -0.7247 1.8960 1.1144 -0.2045
O -0.6307 2.5177 2.1572 -0.4716
H 2.0160 -1.6184 -0.0419 0.1898
H 2.6830 -1.3485 -1.5003 0.2052
H 0.0459 -0.9650 -2.3259 0.3355
H -0.3566 -1.6420 -0.9113 0.2617
H 0.8581 1.3508 -1.1176 0.3424
H -0.8562 0.7068 -0.9565 0.3279
H 0.7043 0.2057 1.5281 0.3460
H -1.9115 -0.1249 1.7388 0.2371
H -1.1290 -1.4108 1.0625 0.2154
H -1.5629 2.1149 0.3817 0.3056
```

M: 102.14 g/mol
HOMO-LUMO gap: 9.65 eV
Structure (SMILES): NCC[C@H](N)C=O
Total charge: 0
Multiplicity: 1
E_tot: -343.0830 Eh
Largest force on an atom: 3.315 eV/A
Energy relative to the best compared isomer or geometry (same formula, charge and spin): 74.3 kcal per mole
LUMO energy: 0.78 eV